DFT (ωB97M-V/def2-TZVPD) results for C24H12Cl2F4N6O2W as an isolated structure.

Cartesian coordinates (Å):
W (-0.2278, -0.2308, -0.4542)
Cl (-0.2920, 0.2276, 2.0637)
C (1.1091, -0.1977, 2.8450)
Cl (1.5607, -1.4031, -0.2670)
H (1.0967, -1.0720, 3.4714)
H (1.9166, 0.5100, 2.8736)
C (-0.6946, -1.0734, -5.2353)
C (0.4508, -0.6037, -4.6080)
C (0.4364, -0.3623, -3.2419)
C (-0.7220, -0.6030, -2.4699)
C (-1.8646, -1.0453, -3.1374)
C (-1.8540, -1.2825, -4.5067)
H (-0.6827, -1.2635, -6.2980)
H (1.3484, -0.4286, -5.1803)
H (1.3507, 0.0362, -2.7637)
H (-2.7889, -1.1786, -2.5830)
H (-2.7497, -1.6269, -5.0023)
C (-2.1108, -5.5254, 0.1115)
N (-2.2529, -4.0875, 0.2168)
C (-3.4101, -3.5071, 0.5499)
C (-3.5878, -2.1430, 0.5946)
C (-2.4662, -1.3593, 0.2845)
O (-2.3345, -0.0830, 0.1556)
N (-1.2719, -1.9627, 0.0412)
C (-1.1137, -3.3282, -0.0691)
O (-0.0561, -3.8048, -0.3974)
H (-3.0877, -6.0005, 0.0978)
H (-1.5266, -5.9058, 0.9508)
H (-1.5668, -5.7737, -0.8003)
H (-4.2385, -4.1706, 0.7581)
H (-4.5464, -1.7098, 0.8150)
F (3.0438, 4.6235, -3.3101)
C (3.3745, 3.5401, -2.6291)
C (4.5592, 2.8831, -2.9244)
F (5.3332, 3.3738, -3.8734)
C (4.9499, 1.6750, -2.2703)
C (4.0593, 1.2121, -1.2632)
C (2.8835, 1.8669, -0.9978)
F (2.0709, 1.3329, -0.0026)
C (2.4665, 3.0324, -1.6725)
C (1.1384, 3.5802, -1.4727)
C (0.2349, 2.6775, -1.0642)
N (-0.3552, 1.6795, -0.7788)
C (0.8017, 4.9274, -1.7587)
N (0.5243, 6.0174, -1.9517)
F (4.3086, 0.0891, -0.5955)
C (6.1127, 0.9551, -2.6151)
C (6.5057, -0.2278, -1.9599)
N (6.8576, -1.1972, -1.4557)
C (6.9606, 1.3038, -3.6823)
N (7.6657, 1.5172, -4.5621)

Forces on atoms 1 to 6 (eV/Å):
-2.7660 -2.9485 -1.2816
-1.2007 0.7025 0.4708
1.2658 -0.3072 0.7700
1.0210 -0.5893 0.1170
-0.1436 -0.1453 -0.0597
0.0389 0.1572 -0.1015

2S+1: 3
Total charge: +2
DFT total energy: -75836.106 eV
LUMO level (spin up / spin down): -9.812 / -8.934 eV
Kohn-Sham gap (spin up / spin down): 4.73 / 6.33 eV
<S²>: 2.49

---

DFT (ωB97M-V/def2-TZVPD) results for one molecule with the formula C7H14.

Cartesian coordinates (Å):
C (2.3032, -1.4526, -2.2528)
C (2.0018, -1.1534, -0.8281)
C (0.7785, -0.7326, -0.4769)
C (0.3072, -0.8151, 0.9377)
C (-0.4410, 0.4478, 1.3903)
C (-1.8300, 0.6861, 0.7684)
C (-2.1554, 2.1716, 0.6263)
H (1.7280, -2.3635, -2.4773)
H (3.3193, -1.7566, -2.5270)
H (1.9766, -0.7294, -3.0044)
H (2.7854, -1.1330, -0.0796)
H (0.0751, -0.5000, -1.2720)
H (1.1238, -0.9171, 1.6662)
H (-0.2910, -1.7122, 1.1514)
H (-0.6147, 0.4921, 2.4856)
H (0.1452, 1.3574, 1.2404)
H (-2.6185, 0.1711, 1.3227)
H (-1.8044, 0.2465, -0.2315)
H (-3.1636, 2.2596, 0.1983)
H (-2.0139, 2.7401, 1.5419)
H (-1.6116, 2.6934, -0.1795)

Forces on atoms 1 to 6 (eV/Å):
0.1030 -1.2131 -1.0695
-0.5787 1.5558 -0.0835
0.8634 -1.2113 0.2584
-0.1884 1.2065 1.2857
-1.0449 0.5124 1.0244
0.8061 0.1163 -0.6112

DFT total energy: -7484.984 eV
LUMO level: 1.204 eV
Kohn-Sham gap: 10.13 eV
Structure (SMILES): C/C=C/CCCC

---

DFT (ωB97M-V/def2-TZVPD) results for C20H40HfNOP3S as an isolated structure.

Cartesian coordinates (Å):
Hf (-1.1900, -0.2409, -0.5035)
P (-2.7252, 0.7820, 1.4492)
P (-0.1181, -1.6652, 1.5388)
P (-1.1540, 1.8331, -2.0984)
H (-1.2250, -3.1263, -0.9905)
C (-1.0182, -2.2968, -1.6899)
C (0.2898, -1.7681, -1.8838)
H (1.1617, -2.1894, -1.3842)
C (-4.1538, -0.1690, 2.0464)
C (-1.9592, 1.1938, 3.0598)
C (-3.4907, 2.3749, 0.9754)
C (1.1480, -2.9135, 1.1113)
C (0.7849, -0.9498, 2.9668)
C (-1.3533, -2.7132, 2.3808)
C (0.0334, 1.4490, -3.4369)
C (-0.6432, 3.5288, -1.6176)
C (-2.6662, 2.2183, -3.0380)
H (-1.6964, -2.3096, -2.5576)
H (0.5375, -1.2941, -2.8358)
H (-5.0464, 0.4722, 2.0387)
H (-3.9639, -0.5276, 3.0672)
H (-4.3375, -1.0352, 1.4071)
H (-2.5754, 1.9600, 3.5464)
H (-0.9454, 1.5733, 2.9120)
H (-1.9362, 0.2988, 3.6909)
H (-4.1942, 2.6557, 1.7727)
H (-4.0313, 2.2909, 0.0245)
H (-2.7275, 3.1558, 0.8733)
H (1.2334, -3.5948, 1.9686)
H (2.1184, -2.4298, 0.9433)
H (0.8556, -3.4763, 0.2204)
H (1.2047, -1.7874, 3.5423)
H (0.1276, -0.3685, 3.6190)
H (1.6083, -0.3131, 2.6257)
H (-0.8035, -3.5295, 2.8664)
H (-2.0550, -3.1321, 1.6469)
H (-1.9037, -2.1293, 3.1292)
H (-0.1899, 2.0809, -4.3027)
H (-0.0528, 0.3947, -3.7218)
H (1.0599, 1.6339, -3.0983)
H (-0.4008, 4.1088, -2.5165)
H (0.2329, 3.4990, -0.9619)
H (-1.4588, 4.0255, -1.0817)
H (-2.4048, 2.7022, -3.9925)
H (-3.2731, 2.9117, -2.4445)
H (-3.2614, 1.3141, -3.2439)
C (-4.3998, -0.9529, -1.8029)
C (-5.4854, -1.2684, -0.9874)
C (-6.7404, -1.4214, -1.5792)
C (-6.8645, -1.3549, -2.9733)
C (-5.7347, -1.1294, -3.7697)
C (-4.4755, -0.9112, -3.1815)
O (-3.1266, -0.7074, -1.2331)
H (-3.0749, -1.1167, -0.3129)
H (-5.3557, -1.4319, 0.0842)
H (-7.6021, -1.6325, -0.9422)
H (-7.8420, -1.5313, -3.4411)
H (-5.8166, -1.1502, -4.8593)
H (-3.5554, -0.7622, -3.7603)
S (2.1152, 2.6674, 1.3984)
C (2.9792, 1.3748, 0.6129)
C (2.1279, 0.5109, -0.0251)
N (0.7799, 0.8582, 0.1416)
C (0.6430, 1.9791, 0.9016)
H (4.0576, 1.3030, 0.6044)
H (2.3820, -0.3772, -0.6099)
H (-0.3130, 2.4472, 1.1192)

Forces on atoms 1 to 6 (eV/Å):
1.2189 2.5152 0.7967
-0.7542 0.8588 1.7870
0.7477 -1.0022 1.6382
0.0444 2.2892 -1.6360
0.2516 0.6278 0.2560
3.6540 -1.2855 -2.2715

Total charge: +4
DFT total energy: -64892.823 eV
LUMO level (spin up / spin down): -15.249 / -15.248 eV
Kohn-Sham gap (spin up / spin down): 4.93 / 4.93 eV

---

DFT (ωB97M-V/def2-TZVPD) results for C5H8O as an isolated structure.

Cartesian coordinates (Å):
O (0.2385, 1.4502, -0.8301)
C (-0.9702, 0.3111, 0.9842)
C (-1.1761, -0.6992, -0.1251)
C (0.3614, -0.8696, -0.0205)
C (0.9742, 0.2210, -0.9411)
C (0.2525, -0.1417, 1.2977)
H (0.4528, 1.9002, -0.0037)
H (-1.6023, 1.1231, 1.3228)
H (-1.5658, -0.4146, -1.1078)
H (-1.7362, -1.5482, 0.2705)
H (0.8089, -1.8728, -0.1128)
H (0.8734, 0.0056, -2.0020)
H (2.0410, 0.3365, -0.6894)
H (1.0480, 0.1984, 1.9574)

Forces on atoms 1 to 6 (eV/Å):
0.8424 0.1262 -0.5312
-0.3291 -0.3887 0.7505
-0.2303 -0.0254 -0.0276
0.0670 0.0964 -0.0628
0.0097 0.1818 -0.2150
-0.1130 0.2491 0.1163

DFT total energy: -7359.641 eV
LUMO level: 1.030 eV
Kohn-Sham gap: 10.17 eV

---

Question: Number 4 is which compound?
Answer: C5H8O

---

What did the first record say?
DFT (ωB97M-V/def2-TZVPD) results for C24H12Cl2F4N6O2W as an isolated structure.

Cartesian coordinates (Å):
W (-0.2278, -0.2308, -0.4542)
Cl (-0.2920, 0.2276, 2.0637)
C (1.1091, -0.1977, 2.8450)
Cl (1.5607, -1.4031, -0.2670)
H (1.0967, -1.0720, 3.4714)
H (1.9166, 0.5100, 2.8736)
C (-0.6946, -1.0734, -5.2353)
C (0.4508, -0.6037, -4.6080)
C (0.4364, -0.3623, -3.2419)
C (-0.7220, -0.6030, -2.4699)
C (-1.8646, -1.0453, -3.1374)
C (-1.8540, -1.2825, -4.5067)
H (-0.6827, -1.2635, -6.2980)
H (1.3484, -0.4286, -5.1803)
H (1.3507, 0.0362, -2.7637)
H (-2.7889, -1.1786, -2.5830)
H (-2.7497, -1.6269, -5.0023)
C (-2.1108, -5.5254, 0.1115)
N (-2.2529, -4.0875, 0.2168)
C (-3.4101, -3.5071, 0.5499)
C (-3.5878, -2.1430, 0.5946)
C (-2.4662, -1.3593, 0.2845)
O (-2.3345, -0.0830, 0.1556)
N (-1.2719, -1.9627, 0.0412)
C (-1.1137, -3.3282, -0.0691)
O (-0.0561, -3.8048, -0.3974)
H (-3.0877, -6.0005, 0.0978)
H (-1.5266, -5.9058, 0.9508)
H (-1.5668, -5.7737, -0.8003)
H (-4.2385, -4.1706, 0.7581)
H (-4.5464, -1.7098, 0.8150)
F (3.0438, 4.6235, -3.3101)
C (3.3745, 3.5401, -2.6291)
C (4.5592, 2.8831, -2.9244)
F (5.3332, 3.3738, -3.8734)
C (4.9499, 1.6750, -2.2703)
C (4.0593, 1.2121, -1.2632)
C (2.8835, 1.8669, -0.9978)
F (2.0709, 1.3329, -0.0026)
C (2.4665, 3.0324, -1.6725)
C (1.1384, 3.5802, -1.4727)
C (0.2349, 2.6775, -1.0642)
N (-0.3552, 1.6795, -0.7788)
C (0.8017, 4.9274, -1.7587)
N (0.5243, 6.0174, -1.9517)
F (4.3086, 0.0891, -0.5955)
C (6.1127, 0.9551, -2.6151)
C (6.5057, -0.2278, -1.9599)
N (6.8576, -1.1972, -1.4557)
C (6.9606, 1.3038, -3.6823)
N (7.6657, 1.5172, -4.5621)

Forces on atoms 1 to 6 (eV/Å):
-2.7660 -2.9485 -1.2816
-1.2007 0.7025 0.4708
1.2658 -0.3072 0.7700
1.0210 -0.5893 0.1170
-0.1436 -0.1453 -0.0597
0.0389 0.1572 -0.1015

2S+1: 3
Total charge: +2
DFT total energy: -75836.106 eV
LUMO level (spin up / spin down): -9.812 / -8.934 eV
Kohn-Sham gap (spin up / spin down): 4.73 / 6.33 eV
<S²>: 2.49

---

Question: Which formula does entry 1 have?
Answer: C24H12Cl2F4N6O2W